# 1
A molecular structure, C20H20AsMnN2S2Se2Te2, computed with ωB97M-V/def2-TZVPD.

Each line ends with the Löwdin spin population.
Geometry (Å):
Mn -1.49470 1.92568 0.02104  2.058
S -2.51109 1.66983 -1.97375  0.289
C -1.49257 0.62557 -2.97525  0.021
C -1.61671 0.66551 -4.36299  0.026
C -0.81061 -0.15179 -5.14414  -0.005
C 0.10801 -1.01424 -4.55652  0.030
C 0.22070 -1.07231 -3.17465  -0.004
C -0.58664 -0.26182 -2.39254  0.017
As -0.55326 -0.16783 -0.48395  -0.037
C 1.20499 -0.75652 0.00453  -0.006
C 2.22816 0.16455 0.19124  0.000
C 3.52040 -0.27676 0.43777  0.000
C 3.78775 -1.63724 0.49539  0.000
C 2.76363 -2.55697 0.30750  0.000
C 1.46906 -2.11956 0.06180  -0.002
C -1.70909 -1.57259 0.14356  -0.001
C -1.60037 -2.00116 1.46439  -0.002
C -2.54918 -2.87260 1.98044  0.001
C -3.60516 -3.30141 1.18446  -0.003
C -3.71199 -2.86659 -0.13027  0.001
C -2.76654 -1.99442 -0.65146  -0.001
H -2.32759 1.34244 -4.82164  0.001
H -0.89407 -0.10770 -6.22355  -0.001
H 0.73709 -1.64155 -5.17592  0.002
H 0.93619 -1.74149 -2.71483  -0.001
H 2.02118 1.22231 0.13654  0.001
H 4.32118 0.44063 0.57520  0.000
H 4.79622 -1.98319 0.68542  0.000
H 2.97327 -3.61896 0.34937  0.000
H 0.67441 -2.83677 -0.07941  0.000
H -0.78387 -1.65881 2.08312  0.000
H -2.46842 -3.21375 3.00527  0.000
H -4.34737 -3.97725 1.59066  0.000
H -4.53449 -3.20368 -0.74977  0.000
H -2.85224 -1.64883 -1.67375  0.000
Se 0.31509 3.16216 -0.91914  0.060
Te -1.16224 4.70639 0.37875  -0.020
Te -3.71717 3.65269 0.33841  0.167
Se -3.59853 1.30147 0.98539  0.429
C 2.84876 3.55139 2.55310  0.000
N 1.57614 2.99329 2.11301  0.001
C 0.84708 2.13815 2.80444  -0.002
N 1.31634 1.71192 3.98413  -0.002
S -0.70168 1.57882 2.31706  -0.015
H 3.07548 4.41272 1.93237  0.000
H 3.66760 2.83319 2.46180  0.000
H 2.78188 3.89477 3.58502  0.000
H 1.22668 3.21672 1.18186  0.003
H 2.22713 1.96294 4.32403  0.000
H 0.75114 1.08261 4.52647  0.000

The charge is +1. The value obtained for the frontier orbital gap (spin up / spin down) is 6.5429 / 5.4060 eV. Its expectation value of S² is 3.8537. The spin multiplicity is 4.



# 2
A molecular structure, C13H29B3NO6, computed with ωB97M-V/def2-TZVPD.

Each line ends with the natural charge from an NBO analysis.
Geometry (Å):
C -1.85700 -6.88612 0.39382  -0.732
C -1.19722 -6.94595 -0.96767  0.813
O -1.80362 -6.95974 -1.94953  -0.523
O 0.17691 -6.95281 -0.93616  -0.547
C 0.69877 -5.65105 -1.26174  -0.042
C 1.40320 -5.02148 -0.04125  -0.827
B 0.89487 -3.55819 0.17994  1.186
O 1.23435 -2.50065 -0.67769  -0.896
B 0.04065 -2.15564 -1.29325  0.944
O -0.96011 -1.69152 -0.46320  -0.890
B -0.90119 -2.24388 0.80775  1.264
O -1.81137 -1.79806 1.70629  -0.870
O 0.01823 -3.19792 1.20353  -0.897
H -2.73292 -7.52004 0.42934  0.247
H -1.16021 -7.24390 1.14863  0.230
H -2.10593 -5.84154 0.57321  0.229
H 1.38982 -5.71632 -2.09412  0.207
H -0.14773 -5.04778 -1.60111  0.166
H 2.47900 -4.97473 -0.20544  0.251
H 1.24044 -5.60547 0.86056  0.258
H -0.16203 -2.29974 -2.45048  -0.079
H -1.77201 -2.40395 2.46167  0.502
C -1.26867 6.12074 1.56324  -0.614
C 0.04610 5.38043 1.83343  -0.437
C 0.79555 4.86151 0.60796  -0.202
N 0.35220 3.52390 0.03876  -0.205
C 0.83277 2.41143 0.94288  -0.204
C 0.58307 1.03936 0.34364  -0.440
C 1.23369 0.90573 -1.02600  -0.390
C 0.80015 2.03173 -1.95495  -0.431
C 1.02000 3.39248 -1.31785  -0.209
C -1.13012 3.47556 -0.12148  -0.421
H -2.10284 5.46346 1.33171  0.203
H -1.56433 6.67604 2.45275  0.239
H -1.15736 6.83749 0.74762  0.213
H -0.11118 4.59136 2.57208  0.215
H 0.71211 6.10620 2.30401  0.246
H 1.84608 4.72438 0.86343  0.225
H 0.73768 5.58651 -0.20443  0.224
H 1.90079 2.57022 1.09729  0.220
H 0.31891 2.52038 1.89609  0.230
H 0.98708 0.28149 1.01718  0.249
H -0.48857 0.83848 0.27526  0.228
H 0.98147 -0.05891 -1.46369  0.226
H 2.32262 0.92528 -0.91401  0.213
H -0.24607 1.90124 -2.23989  0.214
H 1.36668 1.98304 -2.88566  0.252
H 0.62353 4.18891 -1.94675  0.230
H 2.08501 3.56630 -1.15689  0.224
H -1.44622 4.36843 -0.65366  0.235
H -1.58134 3.40686 0.86335  0.234
H -1.41366 2.59644 -0.68851  0.237

The charge is +1. The value obtained for the frontier orbital gap is 9.8043 eV.



# 3
A single C5H9N3 molecule, computed with ωB97M-V/def2-TZVPD.

Each line ends with the natural charge from an NBO analysis.
Geometry (Å):
C 1.91744 1.50822 -0.16943  -0.164
N 2.76105 0.48865 0.13293  -0.223
N 2.15365 -0.69754 -0.16988  -0.438
C 0.79773 -1.05528 0.05596  0.281
N -0.21229 -0.31953 0.15155  -0.528
C -1.48171 -0.95979 0.01954  -0.039
C -2.70683 -0.31504 -0.07346  -0.191
C -2.93912 1.13471 0.06940  -0.667
H 0.86072 1.46517 -0.23304  0.220
H 2.52424 2.44233 -0.01279  0.183
H 2.74152 -1.47395 0.44363  0.368
H 0.85082 -2.20808 -0.01189  0.144
H -1.34146 -2.00829 -0.15675  0.170
H -3.53282 -1.03843 -0.47226  0.207
H -3.33743 1.69684 1.06569  0.237
H -1.82125 1.55176 -0.01664  0.222
H -3.38622 1.39468 -0.82016  0.218

Its SMILES is C=NN/C=N/C=C\C. The value obtained for the frontier orbital gap is 9.0597 eV. The value obtained for the energy relative to the best compared isomer or geometry (same formula, charge and spin) is 445.8 kJ/mol.



# 4
2 unconnected molecules or ions with the total composition CH3BrNO2S, computed with ωB97M-V/def2-TZVPD.

Each line ends with the natural charge from an NBO analysis.
Geometry (Å):
C -1.61883 -0.05881 -1.13903  -0.508
N 0.85213 0.30800 1.10506  -1.056
O 1.99137 0.00848 -1.12874  -0.994
O 0.76509 -1.91321 -0.17265  -1.011
S 0.76666 -0.47601 -0.47930  1.886
Br -1.79009 1.57089 0.00202  -0.155
H -1.78499 -0.99647 -0.60963  0.106
H 0.89803 1.42706 0.93038  0.371
H -0.07937 0.13007 1.49190  0.362

The charge is -1. The value obtained for the frontier orbital gap is 7.4756 eV. The value obtained for the energy relative to the best compared isomer or geometry (same formula, charge and spin) is 315.7 kJ/mol.



Number 2 is which compound?
C13H29B3NO6